1.
13 unconnected molecules or ions with the total composition C37H46N14O6S at a distorted geometry, computed with ωB97M-V/def2-TZVPD.

Atoms and positions in Å:
N1 4.38 -1.38 -0.64
C1 3.78 -1.96 -1.43
O1 3.15 -2.66 -2.34
C2 1.75 -2.65 -2.14
C3 1.04 -1.52 -2.48
C4 -0.34 -1.44 -2.31
C5 -1.02 -0.15 -2.68
C6 -1.04 0.67 -1.32
C7 0.30 1.37 -1.00
O2 -0.28 0.13 -0.31
C8 -1.07 -2.55 -1.82
C9 -2.57 -2.58 -1.67
S1 -3.22 -1.67 -0.26
O3 -2.26 -1.51 0.78
O4 -3.90 -0.49 -0.74
C10 -0.32 -3.67 -1.47
C11 1.06 -3.73 -1.62
C12 1.52 -5.10 -1.13
O5 2.54 -5.67 -1.35
N2 0.43 -5.56 -0.30
C13 -0.76 -5.00 -0.90
O6 -1.84 -5.50 -0.93
H1 1.57 -0.66 -2.88
H2 -2.06 -0.27 -2.96
H3 -0.44 0.46 -3.36
H4 -1.94 1.21 -1.07
H5 1.23 0.85 -1.24
H6 0.44 1.86 -0.04
H7 -3.00 -2.12 -2.56
H8 -2.95 -3.60 -1.63
H9 -4.21 -2.48 0.23
H10 0.56 -5.09 0.59
C14 4.94 -1.07 -5.09
C15 3.93 -0.04 -4.85
N3 3.14 0.77 -4.67
H11 4.45 -2.00 -5.38
H12 5.62 -0.76 -5.87
H13 5.51 -1.24 -4.17
C16 -4.54 -0.68 3.55
C17 -5.99 -0.87 3.60
N4 -7.13 -1.02 3.63
H14 -4.06 -1.32 4.28
H15 -4.20 -0.92 2.54
H16 -4.30 0.36 3.76
C18 -5.20 3.28 1.42
C19 -3.83 3.26 0.90
N5 -2.76 3.24 0.50
H17 -5.18 3.38 2.50
H18 -5.74 4.13 0.99
H19 -5.71 2.36 1.14
C20 -3.39 6.92 3.51
C21 -4.17 5.74 3.87
N6 -4.79 4.81 4.15
H20 -2.33 6.72 3.66
H21 -3.56 7.17 2.46
H22 -3.69 7.76 4.13
C22 -1.22 -3.55 5.03
C23 -1.68 -2.99 3.75
N7 -2.03 -2.55 2.75
H23 -0.14 -3.47 5.10
H24 -1.67 -3.01 5.85
H25 -1.51 -4.60 5.09
C24 6.03 -5.01 -0.99
C25 7.37 -5.02 -1.56
N8 8.40 -5.03 -2.05
H26 6.09 -4.97 0.09
H27 5.48 -4.14 -1.35
H28 5.50 -5.91 -1.28
C26 7.71 1.59 -4.02
C27 8.15 0.49 -4.87
N9 8.49 -0.38 -5.53
H29 6.91 1.26 -3.36
H30 8.55 1.93 -3.41
H31 7.35 2.42 -4.63
C28 10.99 -2.43 -1.89
C29 10.44 -1.08 -1.96
N10 10.00 -0.02 -2.02
H32 12.03 -2.42 -2.20
H33 10.92 -2.79 -0.87
H34 10.42 -3.09 -2.54
C30 -2.46 -7.15 7.61
C31 -1.85 -5.82 7.67
N11 -1.37 -4.78 7.71
H35 -1.69 -7.91 7.66
H36 -3.15 -7.27 8.45
H37 -3.02 -7.26 6.68
C32 0.43 3.68 -5.38
C33 -0.44 2.55 -5.08
N12 -1.12 1.65 -4.84
H38 1.47 3.40 -5.21
H39 0.30 3.98 -6.42
H40 0.18 4.52 -4.73
C34 -5.93 9.54 6.76
C35 -4.56 9.52 6.24
N13 -3.49 9.51 5.84
H41 -5.91 9.63 7.85
H42 -6.47 10.38 6.34
H43 -6.44 8.61 6.49
C36 -5.45 4.70 -2.42
C37 -6.40 5.81 -2.31
N14 -7.14 6.68 -2.22
H44 -5.98 3.79 -2.69
H45 -4.71 4.92 -3.19
H46 -4.95 4.55 -1.47

Output
Orbital gap = 9.1 eV
Electronic energy = -3053.408953 Ha
HOMO energy = -9.7 eV
Largest force on an atom = 3.9 eV Å⁻¹

=====

2.
2 unconnected molecules or ions with the total composition CH5N3O2S at a distorted geometry, computed with ωB97M-V/def2-TZVPD.

Atoms and positions in Å:
C1 -2.16 1.08 0.38
N1 1.21 -0.48 -1.81
N2 -2.21 1.43 1.49
N3 1.58 -0.23 0.87
O1 -2.11 0.89 -0.75
O2 0.59 -2.41 -0.25
S1 0.44 -0.93 -0.28
H1 0.39 -0.08 -2.40
H2 -2.37 1.30 2.47
H3 1.72 -1.14 -2.28
H4 1.24 -0.22 1.83
H5 1.69 0.79 0.73

Output
Orbital gap (alpha / beta) = 5.1 / 7.8 eV
Spin multiplicity = 3
Electronic energy = -753.820886 Ha
HOMO energy (alpha / beta) = -4.5 / -10.3 eV
Largest force on an atom = 4.9 eV Å⁻¹

=====

3.
5 unconnected molecules or ions with the total composition C39H68N6O6 at a distorted geometry, computed with ωB97M-V/def2-TZVPD.

Atoms and positions in Å:
N1 -0.19 -0.21 0.84
O1 0.42 0.39 -0.01
O2 0.21 -1.32 1.11
O3 -1.15 0.30 1.50
C1 3.88 -2.30 -0.85
C2 3.07 -2.14 -2.16
C3 1.59 -2.55 -1.91
C4 0.60 -2.38 -3.11
C5 0.55 -0.89 -3.45
C6 1.91 -0.13 -3.65
N2 2.99 -0.68 -2.61
O4 3.84 0.16 -1.86
C7 1.62 1.32 -3.29
C8 2.45 -0.23 -5.05
C9 3.81 -2.91 -3.31
H1 3.54 -1.71 0.00
H2 4.94 -2.11 -1.06
H3 3.94 -3.31 -0.43
H4 1.25 -1.93 -1.08
H5 1.41 -3.56 -1.56
H6 -0.40 -2.70 -2.80
H7 1.10 -2.91 -3.92
H8 -0.02 -0.38 -2.68
H9 -0.11 -0.78 -4.31
H10 0.88 1.78 -3.95
H11 2.47 1.96 -3.52
H12 1.27 1.51 -2.28
H13 3.41 0.26 -5.18
H14 1.70 0.27 -5.67
H15 2.69 -1.26 -5.32
H16 4.24 -3.84 -2.94
H17 4.72 -2.35 -3.55
H18 3.29 -3.19 -4.22
C10 -3.75 -4.86 -0.80
C11 -2.61 -4.93 0.23
C12 -1.93 -3.48 0.38
C13 -2.95 -2.60 1.04
C14 -3.36 -3.07 2.49
C15 -4.02 -4.56 2.56
N3 -3.16 -5.43 1.67
O5 -3.27 -6.79 1.86
C16 -5.49 -4.77 2.26
C17 -3.81 -4.98 4.04
C18 -1.36 -5.79 -0.13
H19 -3.30 -4.53 -1.74
H20 -4.59 -4.22 -0.53
H21 -4.12 -5.87 -0.99
H22 -1.58 -3.01 -0.54
H23 -0.95 -3.36 0.83
H24 -3.92 -2.46 0.57
H25 -2.60 -1.57 1.04
H26 -3.97 -2.35 3.04
H27 -2.39 -3.10 2.99
H28 -5.81 -4.34 1.31
H29 -5.86 -4.01 2.95
H30 -5.90 -5.76 2.45
H31 -3.97 -6.04 4.19
H32 -4.51 -4.42 4.67
H33 -2.81 -4.80 4.43
H34 -1.69 -6.82 -0.23
H35 -0.70 -5.74 0.73
H36 -0.85 -5.70 -1.09
C19 6.60 3.13 2.51
C20 5.18 3.88 2.44
C21 4.83 4.11 0.88
C22 4.39 2.76 0.11
C23 3.17 2.09 0.80
C24 3.54 1.68 2.30
N4 4.11 2.95 3.03
O6 4.20 2.85 4.43
C25 4.49 0.47 2.38
C26 2.07 1.34 2.89
C27 5.08 5.31 3.15
H37 7.01 3.04 3.52
H38 7.28 3.87 2.08
H39 6.72 2.12 2.12
H40 5.61 4.61 0.32
H41 3.98 4.79 0.88
H42 5.23 2.06 0.07
H43 4.14 3.17 -0.87
H44 2.84 1.16 0.33
H45 2.34 2.79 0.69
H46 5.24 0.58 1.60
H47 4.02 -0.51 2.38
H48 5.15 0.56 3.24
H49 1.71 0.43 2.41
H50 1.30 2.09 2.69
H51 2.08 1.10 3.95
H52 5.42 5.35 4.19
H53 4.00 5.43 3.15
H54 5.64 5.93 2.46
C28 0.44 6.21 -0.68
N5 -0.68 5.17 -0.84
C29 -1.84 5.57 -1.50
C30 -2.95 4.74 -1.48
C31 -2.89 3.52 -0.70
C32 -1.69 3.21 -0.15
C33 -0.61 4.05 -0.21
C34 -4.09 2.67 -0.76
C35 -5.07 2.64 -1.80
C36 -6.16 1.74 -1.67
N6 -6.28 0.96 -0.49
C37 -5.44 1.12 0.50
C38 -4.41 2.02 0.44
C39 -7.38 0.17 -0.12
H55 -0.08 7.00 -0.13
H56 0.68 6.64 -1.65
H57 1.34 5.76 -0.27
H58 -1.77 6.55 -1.97
H59 -3.76 5.01 -2.14
H60 -1.74 2.31 0.44
H61 0.31 3.73 0.26
H62 -4.96 3.24 -2.69
H63 -6.88 1.58 -2.46
H64 -5.46 0.56 1.43
H65 -3.79 1.99 1.33
H66 -7.47 -0.47 -0.99
H67 -8.25 0.82 0.06
H68 -7.22 -0.46 0.75

Output
Orbital gap (alpha / beta) = 7.5 / 5.3 eV
Spin multiplicity = 2
Electronic energy = -2304.231643 Ha
HOMO energy (alpha / beta) = -21.8 / -21.8 eV
Largest force on an atom = 9.5 eV Å⁻¹
Charge = +5

=====

4.
A molecular structure, C17H29N2O5P2Yb at a distorted geometry, computed with ωB97M-V/def2-TZVPD.

Atoms and positions in Å:
C1 -0.39 -0.98 -4.13
C2 0.10 -0.80 -2.83
N1 -0.74 -0.40 -1.84
C3 -2.04 -0.19 -2.08
C4 -2.59 -0.40 -3.35
C5 -1.75 -0.81 -4.39
C6 1.56 -1.01 -2.56
P1 2.05 -1.49 -0.86
Yb1 0.04 -0.15 0.46
P2 -2.30 1.41 0.33
C7 -2.97 0.23 -0.95
C8 1.39 0.74 2.31
C9 1.70 -0.32 3.12
C10 2.20 -0.01 4.42
C11 2.33 1.33 4.81
C12 1.98 2.38 3.94
C13 1.48 2.06 2.64
O1 2.90 1.19 -2.99
O2 2.40 1.62 -0.58
H1 0.31 -1.27 -4.91
H2 -3.65 -0.25 -3.49
H3 -2.15 -0.96 -5.39
C14 1.79 -3.29 -0.83
C15 3.86 -1.30 -0.82
H4 -3.86 0.72 -1.37
H5 -3.28 -0.67 -0.38
H6 2.18 0.03 -2.83
H7 1.97 -1.76 -3.26
C16 -3.72 1.33 1.48
C17 -2.59 3.02 -0.50
H8 1.57 -1.37 2.82
H9 2.47 -0.82 5.11
H10 2.71 1.57 5.82
H11 2.09 3.42 4.24
H12 1.17 2.85 1.96
H13 1.32 1.88 -0.33
H14 2.94 2.25 -0.09
H15 2.72 1.58 -2.02
H16 2.46 1.72 -3.67
H17 0.21 1.99 -0.07
H18 2.53 -3.79 -1.47
H19 1.90 -3.63 0.21
H20 0.77 -3.53 -1.17
H21 4.34 -1.89 -1.61
H22 4.13 -0.24 -0.93
H23 4.21 -1.64 0.16
H24 -3.66 3.23 -0.61
H25 -2.11 3.78 0.13
H26 -2.09 3.01 -1.47
H27 -4.50 2.04 1.19
H28 -4.12 0.31 1.53
H29 -3.33 1.60 2.47
O3 -3.04 -2.04 1.47
N2 -1.87 -2.30 1.83
O4 -1.54 -2.72 2.94
O5 -0.90 -2.09 0.92

Output
Orbital gap (alpha / beta) = 7.4 / 7.4 eV
Spin multiplicity = 2
Electronic energy = -2992.139165 Ha
HOMO energy (alpha / beta) = -7.3 / -7.3 eV
Largest force on an atom = 4.5 eV Å⁻¹

=====

5.
2 unconnected molecules or ions with the total composition C7H16N2, computed with ωB97M-V/def2-TZVPD.

Atoms and positions in Å:
C1 -0.10 -1.92 0.01
C2 0.97 -1.92 -1.07
N1 0.34 -2.14 1.28
H1 0.43 -0.80 1.81
H2 -0.41 -2.53 1.85
H3 -1.02 -2.43 -0.30
H4 -0.51 -0.70 -0.01
H5 0.57 -1.56 -2.03
H6 1.35 -2.93 -1.22
H7 1.80 -1.28 -0.78
C3 -1.94 1.07 0.53
C4 0.10 1.57 -1.62
C5 -0.49 0.64 0.69
C6 0.52 1.27 -0.21
C7 1.75 1.54 0.23
N2 -0.07 0.24 1.91
H8 -0.85 0.10 2.55
H9 -2.26 1.07 -0.51
H10 -2.60 0.39 1.09
H11 -2.08 2.08 0.93
H12 -0.62 2.39 -1.66
H13 -0.37 0.70 -2.09
H14 0.96 1.85 -2.23
H15 2.03 1.35 1.26
H16 2.50 1.97 -0.43

Output
Orbital gap = 8.8 eV
Electronic energy = -385.723967 Ha
HOMO energy = -8.2 eV
Largest force on an atom = 0.5 eV Å⁻¹

=====

6.
A single C19H27N3O5S molecule at a distorted geometry, computed with ωB97M-V/def2-TZVPD.

Atoms and positions in Å:
C1 3.08 1.60 -1.57
C2 2.01 1.00 -2.47
C3 1.60 -0.41 -2.07
C4 2.70 -1.46 -2.30
C5 2.21 -2.76 -1.73
O1 1.43 -3.52 -2.24
O2 2.73 -2.96 -0.49
C6 2.18 -3.99 0.31
H1 3.00 -4.50 0.81
H2 1.64 -4.71 -0.32
C7 1.20 -3.45 1.36
O3 0.48 -4.17 2.00
N1 1.27 -2.09 1.46
C8 0.46 -1.21 2.17
C9 0.63 0.15 1.93
C10 -0.18 1.06 2.59
C11 -1.14 0.66 3.49
C12 -1.29 -0.70 3.74
C13 -0.51 -1.63 3.08
H3 -0.64 -2.69 3.26
H4 -2.04 -1.04 4.45
H5 -1.74 1.40 3.98
S1 0.05 2.78 2.18
O4 -0.95 3.57 2.83
O5 1.42 3.14 2.34
N2 -0.18 2.81 0.51
C14 -1.22 2.26 -0.21
N3 -0.97 1.91 -1.40
C15 -1.99 1.37 -2.26
C16 -2.57 0.04 -1.78
C17 -3.63 0.20 -0.68
C18 -3.07 0.75 0.63
H6 -2.27 0.10 0.98
H7 -3.87 0.74 1.37
C19 -2.55 2.19 0.50
H8 -2.45 2.65 1.48
H9 -3.27 2.78 -0.08
H10 -4.08 -0.78 -0.48
H11 -4.42 0.85 -1.05
H12 -1.76 -0.59 -1.41
H13 -3.03 -0.46 -2.63
H14 -1.51 1.22 -3.23
H15 -2.80 2.09 -2.39
H16 0.68 2.89 -0.01
H17 1.38 0.51 1.25
H18 1.96 -1.65 0.86
H19 2.88 -1.57 -3.36
H20 3.62 -1.17 -1.79
H21 1.30 -0.40 -1.02
H22 0.72 -0.70 -2.65
H23 2.36 1.00 -3.50
H24 1.11 1.63 -2.41
H25 3.29 2.63 -1.86
H26 4.02 1.05 -1.64
H27 2.76 1.61 -0.53

Output
Orbital gap = 9.6 eV
Electronic energy = -1678.896890 Ha
HOMO energy = -9.3 eV
Largest force on an atom = 1.3 eV Å⁻¹
SMILES = CCCCC(=O)OCC(=O)Nc1cccc(S(=O)(=O)NC2=NCCCCC2)c1

=====

7.
A molecular structure, C27H41CsN5O5S2Si at a distorted geometry, computed with ωB97M-V/def2-TZVPD.

Atoms and positions in Å:
Cs1 -0.20 0.90 1.07
O1 -0.72 2.66 -0.64
N1 -0.33 3.45 0.31
N2 0.32 4.50 -0.02
O2 0.81 5.26 0.89
C1 0.53 4.95 -1.39
C2 1.60 5.83 -1.56
C3 1.85 6.38 -2.80
C4 1.03 6.08 -3.88
C5 -0.03 5.21 -3.70
C6 -0.28 4.62 -2.47
H1 2.18 6.08 -0.68
H2 2.69 7.06 -2.92
H3 1.22 6.53 -4.85
H4 -0.69 4.98 -4.53
H5 -1.10 3.93 -2.33
C7 -3.25 0.80 -5.29
N3 -1.84 1.05 -5.11
C8 -1.16 2.15 -5.58
C9 0.12 2.03 -5.19
N4 0.22 0.85 -4.47
C10 -1.00 0.23 -4.41
S1 -1.45 -1.22 -3.71
C11 1.44 0.42 -3.88
C12 2.63 0.64 -4.57
C13 3.80 0.26 -3.95
C14 3.74 -0.35 -2.71
C15 2.50 -0.55 -2.14
N5 1.36 -0.16 -2.70
H6 -3.56 1.23 -6.24
H7 -3.82 1.25 -4.48
H8 -3.41 -0.27 -5.28
H9 -1.65 2.93 -6.13
H10 0.96 2.70 -5.28
H11 2.63 1.08 -5.56
H12 4.75 0.42 -4.44
H13 4.63 -0.68 -2.19
H14 2.40 -1.04 -1.18
C16 2.99 -4.47 5.92
C17 1.49 -4.17 5.89
C18 0.88 -4.72 4.61
C19 0.80 -4.76 7.12
O3 1.38 -2.75 5.96
Si1 0.19 -1.74 5.38
S2 0.27 -1.35 3.39
O4 -1.21 -2.47 5.90
C20 -2.48 -1.91 6.22
C21 -2.46 -1.48 7.68
C22 -3.49 -3.03 6.01
C23 -2.82 -0.73 5.32
O5 0.32 -0.40 6.36
C24 1.47 0.30 6.83
C25 1.97 -0.39 8.09
C26 2.57 0.34 5.77
C27 0.99 1.71 7.14
H15 3.17 -5.55 5.92
H16 3.43 -4.04 6.82
H17 3.48 -4.03 5.05
H18 1.05 -5.80 4.55
H19 1.31 -4.24 3.74
H20 -0.20 -4.54 4.59
H21 0.87 -5.85 7.11
H22 -0.24 -4.47 7.13
H23 1.28 -4.39 8.03
H24 -2.22 -2.34 8.32
H25 -3.43 -1.08 7.98
H26 -1.69 -0.72 7.83
H27 -3.23 -3.89 6.63
H28 -3.48 -3.35 4.96
H29 -4.50 -2.70 6.26
H30 -2.11 0.09 5.47
H31 -3.82 -0.36 5.54
H32 -2.76 -1.02 4.27
H33 2.25 -1.42 7.87
H34 1.18 -0.41 8.85
H35 2.83 0.14 8.51
H36 2.91 -0.67 5.53
H37 3.42 0.92 6.14
H38 2.19 0.79 4.85
H39 0.18 1.68 7.87
H40 0.63 2.19 6.24
H41 1.80 2.32 7.56

Output
Orbital gap = 6.6 eV
Electronic energy = -2809.592486 Ha
HOMO energy = -4.6 eV
Largest force on an atom = 2.3 eV Å⁻¹
Charge = -1